# 1
The following is a DFT calculation (ωB97M-V/def2-TZVPD) of a single C3H4N4 molecule at a distorted geometry.

Summary:
electronic energy: -9134.7006 eV
relative energy (zero: lowest compared OMol25 entry of this formula, charge and spin): 49.7 kcal/mol
charge: 0
LUMO energy: 0.4 eV
orbital gap: 10.92 eV

Each line ends with the natural charge from an NBO analysis.
Element x y z (Å)
1 N 2.4900 0.2037 0.0968  -0.577
2 H 2.0885 1.1048 -0.0834  0.319
3 N -0.8822 -1.1597 0.0054  -0.264
4 C -2.0169 -0.4924 0.0723  0.135
5 C -0.4473 0.9658 0.0129  0.182
6 H 0.1553 1.8045 0.0246  0.196
7 C 1.5137 -0.5743 -0.0769  0.288
8 N -1.7368 0.8690 -0.0454  -0.462
9 N 0.0788 -0.2437 -0.0571  -0.229
10 H 1.7682 -1.6656 -0.0519  0.199
11 H -3.0113 -0.8122 0.1027  0.213

---

# 2
The following is a DFT calculation (ωB97M-V/def2-TZVPD) of 2 unconnected molecules or ions with the total composition C10H17O6S at a distorted geometry.

Summary:
electronic energy: -33764.9453 eV
charge: -1
LUMO energy: 2.6 eV
orbital gap: 4.76 eV

Each line ends with the natural charge from an NBO analysis.
Element x y z (Å)
1 H -4.4135 -0.5893 2.3901  0.158
2 C 0.2162 4.6836 -2.4184  -0.759
3 C 0.0502 2.1012 -1.7938  -0.645
4 O 0.7608 0.5546 -0.1934  -0.464
5 H 2.2578 -0.3628 -2.1446  0.243
6 H -0.2197 4.4422 -3.3838  0.203
7 O 0.0704 -2.0910 2.6443  -0.541
8 H -0.8301 -3.8394 3.1695  0.154
9 H -1.7782 -2.3689 3.5011  0.198
10 H 4.3479 -0.5243 2.2495  0.157
11 C -0.7806 -2.8065 3.5136  -0.252
12 C -3.5472 -0.0061 2.7005  -0.250
13 H -3.6711 0.3548 3.7247  0.174
14 O 1.3019 1.2213 2.9617  -0.680
15 H -0.4313 2.0049 -2.7674  0.204
16 H -0.5844 4.8668 -1.7067  0.216
17 C 1.2185 -0.1316 -2.3766  -0.717
18 C 3.4832 0.0763 2.5359  -0.250
19 O -2.4140 -0.8049 2.6431  -0.555
20 C 1.2380 0.0197 2.7390  0.700
21 O 2.3588 -0.7331 2.5087  -0.531
22 H -0.7097 2.3866 -1.0639  0.247
23 H -0.3642 -2.7703 4.5228  0.142
24 H 3.5975 0.4695 3.5490  0.172
25 S 1.2671 3.3809 -1.8591  0.248
26 H 0.8032 5.5902 -2.5200  0.227
27 O -1.3852 1.1620 3.0720  -0.688
28 H 0.6692 -1.0716 -2.3554  0.243
29 H 1.1740 0.2806 -3.3843  0.200
30 C -1.2989 -0.0350 2.8388  0.664
31 H -3.4134 0.8433 2.0250  0.189
32 H 3.3358 0.8963 1.8265  0.187
33 C 0.6766 0.8181 -1.3637  0.550
34 C -0.0174 -0.7108 2.7470  -0.144

---

# 3
The following is a DFT calculation (ωB97M-V/def2-TZVPD) of a gas-phase ion, C21H42N5O7 (charge +1) at a distorted geometry.

Summary:
electronic energy: -44235.5748 eV
relative energy (zero: lowest compared OMol25 entry of this formula, charge and spin): 10.5 kcal/mol
charge: +1
LUMO energy: -2.0 eV
orbital gap: 8.97 eV

Each line ends with the natural charge from an NBO analysis.
Element x y z (Å)
1 H -0.5650 -2.1948 -2.6940  0.406
2 C 4.4990 0.2696 2.7419  0.234
3 H 1.4380 -0.4259 -2.0337  0.226
4 H -2.1630 0.9290 -3.9344  0.394
5 O 5.2807 -0.4479 1.8092  -0.729
6 H 2.8567 -1.3873 1.4733  0.182
7 H 4.7951 1.5748 4.4367  0.216
8 C 0.5292 0.1729 -2.0077  -0.422
9 O 1.2782 0.2112 0.6986  -0.565
10 H 1.9933 3.9928 -0.3668  0.199
11 H 6.1761 1.4831 3.3320  0.223
12 H 5.8283 0.1368 4.4295  0.222
13 H -5.8429 -3.2868 -1.8028  0.230
14 C 5.3837 0.9119 3.8094  -0.639
15 O -1.7133 2.2749 0.5742  -0.725
16 H -6.4211 -1.6481 -1.5247  0.238
17 C 0.5052 1.3045 0.2318  0.057
18 H 0.2489 0.4378 -3.0273  0.221
19 H 0.7933 2.2084 0.7854  0.214
20 H 0.7327 0.3390 2.6952  0.171
21 C 1.2989 4.5766 -0.9672  -0.631
22 C 1.6311 0.2793 2.0627  0.375
23 N -3.2602 -2.8659 -1.1151  -0.844
24 C -5.5476 -2.2369 -1.8155  -0.447
25 H -4.6401 0.1538 -0.4736  0.178
26 H 4.0562 -1.5900 5.9401  0.201
27 C -1.0065 1.0612 0.4593  0.054
28 C -4.1809 -0.8624 -3.3056  0.308
29 C 0.8177 3.7822 -2.1815  -0.207
30 H 4.4348 -3.2369 5.4281  0.210
31 C 2.3826 -1.0169 2.3964  0.048
32 H 1.8917 -2.7185 3.1958  0.473
33 N 4.2031 -1.8682 3.8921  -0.651
34 C 3.8290 -2.3607 5.2042  -0.407
35 H -2.0089 1.0145 -1.4349  0.218
36 H 1.8830 1.7110 -1.3629  0.216
37 H -3.5747 -1.2324 -5.3130  0.222
38 H -1.6697 0.0731 -5.2415  0.395
39 H 0.1643 4.4142 -2.7886  0.199
40 O 1.4272 -1.9427 2.8574  -0.715
41 H -4.7713 -2.1448 0.2054  0.216
42 C -3.5631 -0.4026 -4.6050  -0.267
43 N -2.1719 0.0061 -4.3621  -0.833
44 H -2.7727 -3.0704 -0.2483  0.395
45 C 0.8145 1.4969 -1.2618  -0.055
46 H 5.8314 -1.0617 2.3123  0.482
47 C 3.7196 1.3255 1.9312  -0.098
48 H 3.7712 1.0502 0.8715  0.192
49 H 0.4528 4.8624 -0.3451  0.204
50 N 0.0591 2.5780 -1.8756  -0.668
51 N -1.2397 -1.5151 -2.3459  -0.789
52 H -3.5773 -3.7445 -1.5129  0.387
53 O -3.6946 -0.1254 -2.2532  -0.546
54 H 4.1754 -2.6102 3.2003  0.358
55 H -0.1765 -1.2516 -0.5448  0.233
56 H -1.1316 0.4467 1.3610  0.196
57 H -2.0706 -2.0426 -1.8915  0.457
58 C -5.0673 -1.8398 -3.1783  -0.284
59 C -3.9155 -0.5402 -0.9317  0.389
60 C -4.4153 -1.9973 -0.8197  -0.080
61 H -1.6013 -0.9159 -3.1836  0.451
62 H 1.6716 3.4903 -2.7985  0.187
63 O -2.7063 -0.4967 -0.2036  -0.553
64 H -0.7346 2.8314 -1.2958  0.379
65 O 2.3691 1.4248 2.3475  -0.532
66 H 3.0330 -0.1870 4.2757  0.213
67 C 3.4858 -0.6969 3.4205  -0.100
68 H -5.4350 -2.3656 -4.0405  0.232
69 H -1.5069 2.6958 1.4165  0.487
70 H 4.1448 2.3193 2.0684  0.205
71 H -4.1646 0.4117 -5.0278  0.210
72 H 1.8065 5.4800 -1.2933  0.223
73 C -1.6378 0.2886 -0.7091  0.070
74 H 2.7689 -2.6295 5.3067  0.166
75 C -0.5868 -0.6321 -1.3475  -0.074

---

> Among the records above, which one has the lowest LUMO energy?

C21H42N5O7

---

> The lowest electronic energy belongs to which entry?

C21H42N5O7